The following is a quantum chemistry calculation of H13LiO7 as an isolated structure in a non-equilibrium geometry, from the Open Molecules 2025 dataset.

Calculated values
total charge	0
multiplicity	1
gap between HOMO and LUMO	8.251	eV
highest occupied orbital energy	-8.82	eV
energy relative to the best compared isomer or geometry (same formula, charge and spin)	23.5	kcal/mol

```
21
Properties=species:S:1:pos:R:3:nbo_charge:R:1
Li 0.27 0.47 -0.37 0.89
O 0.55 -1.49 0.24 -1.29
H 1.58 -1.45 0.23 0.42
O 1.15 -0.86 2.82 -0.98
H 1.05 0.09 2.70 0.45
H 0.68 -1.07 1.98 0.50
O -3.11 -0.82 0.00 -0.94
H -2.33 -0.78 -0.48 0.48
H -2.88 -1.36 0.71 0.46
O -0.45 1.47 -1.96 -0.97
H -0.53 2.46 -2.30 0.50
H -0.11 0.98 -2.63 0.49
O 2.20 1.19 -0.02 -0.93
H 2.61 1.62 -0.66 0.46
H 2.77 0.36 -0.02 0.49
O -0.85 -1.62 -1.97 -1.01
H -1.22 -2.41 -1.86 0.46
H -0.06 -1.79 -1.34 0.51
O -0.30 1.41 1.36 -0.95
H -0.09 2.26 1.41 0.47
H -0.94 1.33 2.13 0.50
```

=====

The following is a quantum chemistry calculation of H13NaO8 as an isolated structure in a non-equilibrium geometry, from the Open Molecules 2025 dataset.

Calculated values
total charge	-1
⟨S²⟩	0.757
multiplicity	2
gap between HOMO and LUMO (alpha / beta)	6.773 / 4.412	eV
highest occupied orbital energy (alpha / beta)	-4.39 / -3.86	eV

```
22
Properties=species:S:1:pos:R:3:nbo_charge:R:1
Na 6.44 9.65 -8.28 0.92
O 4.68 11.11 -8.87 -1.25
H 4.11 10.86 -8.11 0.38
O 8.14 11.30 -9.33 -0.51
H 7.93 11.47 -8.39 0.41
O 6.14 8.44 -10.31 -1.27
H 5.25 8.53 -9.92 0.44
O 5.00 11.84 -6.09 -0.99
H 5.03 11.63 -7.03 0.49
H 4.41 12.59 -6.03 0.46
O 7.71 10.10 -5.96 -0.96
H 8.63 9.86 -6.13 0.49
H 7.77 10.90 -5.44 0.48
O 4.90 8.11 -7.28 -0.94
H 4.00 8.17 -6.97 0.48
H 5.04 7.18 -7.44 0.48
O 8.63 7.87 -10.46 -1.02
H 7.71 8.11 -10.34 0.52
H 8.60 7.16 -11.10 0.46
O 9.59 9.34 -8.33 -1.02
H 9.42 8.60 -8.91 0.51
H 9.08 10.06 -8.71 0.46
```

=====

The following is a quantum chemistry calculation of H13O6 as an isolated structure in a non-equilibrium geometry, from the Open Molecules 2025 dataset.

Calculated values
total charge	+1
multiplicity	1
gap between HOMO and LUMO	12.273	eV
highest occupied orbital energy	-15.13	eV
energy relative to the best compared isomer or geometry (same formula, charge and spin)	13.7	kcal/mol

```
19
Properties=species:S:1:pos:R:3:nbo_charge:R:1
O 2.69 -4.42 -0.77 -0.97
H 3.11 -5.27 -0.64 0.50
H 2.61 -4.34 -1.73 0.49
O 0.74 -2.89 0.73 -0.96
H 0.99 -3.40 1.51 0.51
H 1.35 -3.20 0.04 0.54
O -0.78 -1.02 1.10 -0.91
H -0.32 -1.95 0.97 0.56
H -1.01 -0.49 1.87 0.54
O 0.18 3.31 0.22 -0.99
H -0.60 3.65 -0.24 0.51
H 0.59 4.05 0.67 0.51
O -2.57 4.14 -0.61 -0.96
H -2.65 3.78 -1.50 0.47
H -3.17 4.90 -0.64 0.50
O -0.07 0.74 -0.40 -0.89
H 0.14 1.59 0.08 0.54
H -0.80 1.07 -0.96 0.50
H -0.44 -0.26 0.31 0.51
```

=====

The following is a quantum chemistry calculation of H13O6 as an isolated structure in a non-equilibrium geometry, from the Open Molecules 2025 dataset.

Calculated values
total charge	+1
multiplicity	1
gap between HOMO and LUMO	11.995	eV
highest occupied orbital energy	-14.85	eV
energy relative to the best compared isomer or geometry (same formula, charge and spin)	10.9	kcal/mol

```
19
Properties=species:S:1:pos:R:3:nbo_charge:R:1
O 1.84 -3.30 -1.98 -0.96
H 2.09 -4.23 -1.96 0.49
H 2.67 -2.92 -2.30 0.48
O -3.82 1.80 0.94 -0.96
H -4.13 2.03 1.82 0.48
H -4.60 1.38 0.56 0.48
O 1.92 -1.35 1.71 -0.94
H 1.52 -1.78 2.46 0.50
H 2.21 -0.50 2.03 0.49
O -0.27 1.10 -1.02 -0.88
H -1.09 1.25 -1.53 0.54
H -0.31 1.67 -0.16 0.53
O -0.56 2.64 0.94 -0.94
H -1.45 3.04 0.96 0.52
H 0.07 3.34 1.12 0.51
O 0.97 -0.91 -0.70 -0.95
H 0.34 0.19 -0.88 0.54
H 0.93 -1.74 -1.18 0.54
H 1.31 -1.29 0.18 0.54
```